ORCA calculation (ωB97M-V/def2-TZVPD) on C3H5ClO in the gas phase at a distorted geometry.

The value obtained for the HOMO energy is -10.10 eV. The energy above the lowest of the compared OMol25 structures with the same formula, charge and spin is 14.1 kcal per mole. The value obtained for the frontier orbital gap is 0.3904 Eh. The value obtained for the total energy is -652.710753 a.u. For the maximum force, the calculation gives 2.68 eV Å⁻¹. As for the structure (SMILES): C[C@@H](Cl)C=O.

Atoms and positions in Å:
C (-0.4580, -1.0806, 0.2597)
C (0.5463, 0.0085, 0.0986)
C (-0.0949, 1.4206, -0.3644)
H (-0.3447, -1.7413, 1.1319)
H (-1.4348, -0.5809, 0.3583)
H (-0.4265, -1.6782, -0.7250)
H (0.9910, 0.3064, 1.0990)
H (-1.1733, 1.3837, -0.0665)
O (0.4761, 2.3884, -0.7732)
Cl (1.9189, -0.4267, -1.0183)